Density functional theory data (ωB97M-V with the def2-TZVPD basis set) for a structure of composition C37H32N2O2PPtS2 in a non-equilibrium geometry.

Calculated values
2S+1: 1
Charge: +1
Gap between HOMO and LUMO (spin up / spin down), eV: 5.5 / 5.5
Energy above the lowest of the compared OMol25 structures with the same formula, charge and spin, eV: 1.814
Energy, Eh: -2946.0186
LUMO energy (spin up / spin down), eV: -5.0 / -5.0

Structure (XYZ):
```
77
Properties=species:S:1:pos:R:3:mulliken_charge:R:1
Pt -0.999 -0.715 -1.789 1.0116
S 0.066 1.483 -1.613 -0.3833
S -2.007 -0.121 0.210 0.0511
P 0.192 -2.597 -1.302 0.2762
O -0.730 -1.085 -3.799 -0.6218
O -1.096 -2.399 -5.528 -0.6141
N 0.966 2.480 0.670 0.4223
N -0.866 1.116 2.259 0.2533
C -1.976 -4.577 1.481 -0.7208
C -0.514 -2.137 -4.500 0.2469
C -0.863 0.960 0.912 0.1269
C 3.631 -1.091 1.323 -0.6386
C -2.124 -5.842 0.927 -0.6002
C 2.725 -4.812 -3.515 -0.7846
C 2.056 -4.192 -2.480 -0.2508
C 2.253 -0.927 -0.628 -0.7317
C -0.877 -5.162 -1.010 -0.6967
C -1.577 -6.130 -0.314 -0.7080
C 2.114 2.978 -0.048 -1.9022
C 1.289 -3.717 -5.096 -0.6912
C -4.188 3.735 3.197 -0.8625
C 3.285 -0.438 0.148 -0.7534
C -0.711 -3.900 -0.445 0.6592
C -5.533 1.850 2.588 -0.7721
C 1.828 5.470 0.067 -0.2044
C 2.966 -2.245 1.704 -0.8247
C 0.062 1.647 0.103 0.3482
C 0.232 1.828 2.870 -0.9879
C -1.968 0.652 3.072 -1.8924
C 1.854 4.314 -0.701 0.8885
C 1.323 6.762 -1.888 -0.4275
C 1.561 6.690 -0.526 -0.8004
C -5.420 3.204 2.858 -0.4412
C 0.611 -3.075 -4.065 0.6554
C 0.999 -3.318 -2.748 0.1603
C 1.348 5.611 -2.658 -0.9009
C 2.342 -4.572 -4.827 -0.5620
C -3.072 2.920 3.260 -0.1794
C -4.414 1.037 2.641 -0.3335
C 1.924 -2.734 0.934 -0.2283
C 1.609 4.390 -2.064 -0.2063
C -3.177 1.562 2.980 1.3164
C 0.645 2.995 1.978 -0.5715
C -1.274 -3.605 0.798 -0.4051
C 1.552 -2.063 -0.227 0.6143
H -0.068 2.191 3.855 0.5013
H 3.825 0.443 -0.161 0.5192
H 1.632 3.492 -2.664 0.4445
H -1.156 -2.612 1.211 0.5120
H 4.412 -0.692 1.950 0.4595
H 1.512 3.512 2.392 0.4638
H 1.125 7.717 -2.350 0.4039
H 1.404 -3.632 1.231 0.5348
H -0.193 3.700 1.906 0.3368
H 0.970 -3.527 -6.111 0.5170
H -6.494 1.426 2.344 0.3984
H 1.550 7.585 0.077 0.3925
H 3.261 -2.772 2.600 0.4578
H -2.422 -4.349 2.437 0.4375
H 1.978 -0.442 -1.557 0.7201
H 2.867 -5.048 -5.638 0.4299
H -1.706 -7.109 -0.749 0.4267
H -4.098 4.787 3.427 0.4062
H -6.290 3.842 2.808 0.4080
H 2.030 5.421 1.127 0.3572
H -1.623 0.596 4.107 0.5180
H 3.543 -5.482 -3.299 0.4371
H -0.454 -5.385 -1.979 0.3968
H -2.682 -6.598 1.457 0.3976
H 2.944 3.053 0.663 0.5855
H 1.174 5.664 -3.722 0.4096
H 2.361 2.248 -0.821 0.7042
H 1.080 1.141 2.985 0.3293
H 2.350 -4.379 -1.455 0.4343
H -2.122 3.349 3.544 0.2824
H -2.250 -0.354 2.750 0.6539
H -4.506 -0.018 2.427 0.3913
```